# C16H47O8S7Tl

A molecular structure, C16H47O8S7Tl in a non-equilibrium geometry (ωB97M-V/def2-TZVPD, OMol25).

Charge: +2
HOMO-LUMO gap in eV: 3.833
E_tot in a.u.: -4198.6346

Last column: Mulliken charge in e.
Element x y z (Å)
Tl: -0.593 0.356 0.069  1.344
S: -4.116 1.279 -1.868  0.384
S: -3.075 -3.020 0.600  0.349
S: -0.385 -2.011 -3.061  0.412
S: 2.657 1.743 2.691  0.303
S: 2.073 -2.656 0.215  0.819
S: -0.379 -1.574 3.822  0.398
S: -0.587 4.390 -0.005  0.579
O: 1.695 1.211 -1.491  0.001
O: -0.400 -1.209 2.354  -0.263
O: -0.628 -1.927 -1.573  -0.229
O: -1.077 3.046 -0.504  -0.503
O: -2.486 -1.639 0.652  -0.415
O: -3.107 0.266 -1.346  -0.319
O: 1.751 -1.208 0.510  -0.516
O: 1.502 1.290 1.834  -0.433
C: -2.046 5.508 0.013  -1.206
C: -5.698 0.413 -1.838  -1.043
C: -2.144 -1.512 4.301  -1.019
C: 3.572 2.179 -2.763  -1.366
C: -4.477 2.346 -0.458  -0.680
C: 2.071 -3.559 1.802  -0.998
C: -1.727 -4.249 0.403  -0.205
C: 0.266 -3.686 -3.271  -1.133
C: 3.038 1.156 -1.757  0.298
C: 1.203 -1.229 -3.424  -0.521
C: -3.804 -3.152 -1.079  -0.261
C: 0.278 5.190 -1.372  -0.678
C: 3.974 0.603 2.177  0.003
C: 3.339 3.240 1.903  -0.854
C: 3.903 -2.646 -0.095  -1.130
C: 0.089 0.011 4.615  -0.919
H: 3.373 3.096 0.824  0.036
H: 4.652 2.246 -2.646  0.416
H: 3.674 1.274 -0.862  -0.234
H: 2.754 -4.402 1.706  0.507
H: -0.341 0.834 4.049  0.206
H: 0.427 -3.750 -4.352  0.519
H: 3.368 0.145 -2.033  0.090
H: -3.662 3.011 -0.185  -0.034
H: 3.166 3.147 -2.464  0.236
H: -2.236 -1.244 5.356  0.448
H: -0.601 -4.338 -3.163  0.378
H: 3.302 1.876 -3.771  0.352
H: 1.670 -1.571 -4.349  0.538
H: 4.448 -1.954 0.541  0.251
H: 4.348 3.300 2.313  0.447
H: 4.077 -2.321 -1.120  0.298
H: -0.352 5.552 -2.179  0.386
H: 1.042 -0.158 -3.556  0.256
H: -2.980 -3.161 -1.794  -0.143
H: 0.860 6.006 -0.946  0.432
H: 1.925 -1.410 -2.627  -0.210
H: 1.176 -3.882 -2.718  0.260
H: -4.798 1.809 0.436  0.318
H: -0.237 -0.014 5.655  0.512
H: -4.447 -2.305 -1.296  -0.069
H: 0.911 4.350 -1.664  -0.066
H: -2.614 -2.493 4.229  0.356
H: -2.539 5.429 -0.953  0.366
H: 1.169 0.151 4.632  0.226
H: -2.138 -5.252 0.277  0.502
H: -2.710 -0.795 3.710  0.240
H: -2.639 5.231 0.882  0.357
H: 4.885 0.979 2.635  0.606
H: 2.348 -2.828 2.561  0.272
H: 1.098 -3.953 2.091  0.106
H: 3.620 -0.398 2.408  -0.049
H: -4.364 -4.071 -1.258  0.486
H: -6.429 1.161 -2.139  0.455
H: -5.359 2.916 -0.763  0.437
H: 2.722 4.098 2.154  0.369
H: -1.238 -4.000 -0.541  -0.214
H: -5.610 -0.277 -2.683  0.373
H: -1.023 -4.239 1.229  -0.025
H: 3.922 0.613 1.087  -0.415
H: -5.811 -0.215 -0.960  0.268
H: 4.220 -3.680 0.026  0.502
H: -1.711 6.534 0.163  0.454